Computed, not measured: a single C12H24N2O4 molecule, with ωB97M-V/def2-TZVPD.

Structure (ORCA input):
```
! wB97M-V def2-TZVPD RIJCOSX def2/J DEFGRID3
* xyz 0 1
C -1.8465 -2.6892 -1.2701
H -1.5832 -3.3800 -2.0685
H -2.9288 -2.6696 -1.1728
C -1.2023 -3.1188 0.0441
N 0.2366 -2.9884 -0.0111
C 0.8795 -1.9304 0.5214
O 0.4278 -1.1572 1.3306
O 2.1629 -1.9064 0.0740
C 2.9498 -0.7915 0.4599
H 3.9832 -1.1418 0.4286
H 2.6787 -0.4922 1.4779
C 2.7487 0.3820 -0.5194
N 1.5663 1.1485 -0.2029
C 0.3506 0.8915 -0.7406
O 0.1311 0.1157 -1.6402
O -0.5672 1.6889 -0.1612
C -1.9096 1.6109 -0.6291
C -2.8666 1.5499 0.5630
C -2.7537 0.2022 1.2692
H -3.1543 -0.5846 0.6332
H -3.3144 0.2121 2.2010
H -1.7136 -0.0243 1.4923
C -4.2970 1.8040 0.0957
H -4.5940 1.0560 -0.6364
H -4.3888 2.7871 -0.3604
H -4.9811 1.7505 0.9389
H -2.5692 2.3416 1.2584
H -2.1029 2.5078 -1.2302
H -2.0171 0.7284 -1.2676
H 1.5611 1.6727 0.6579
C 3.9751 1.3001 -0.5866
C 4.3630 1.9188 0.7525
H 5.2387 2.5506 0.6241
H 3.5605 2.5370 1.1462
H 4.6019 1.1514 1.4837
H 3.7599 2.0964 -1.3011
H 4.8149 0.7210 -0.9740
H 2.5669 -0.0498 -1.5112
H 0.7141 -3.4584 -0.7653
H -1.5397 -2.4838 0.8649
H -1.4513 -4.1597 0.2743
H -1.4899 -1.6988 -1.5434
*
```

The structure (SMILES) is CCNC(=O)OC[C@H](CC)NC(=O)OCC(C)C. The calculation puts the LUMO energy at 0.90 eV. Its HOMO energy is -9.41 eV.

=====

Computed, not measured: 3 unconnected molecules or ions with the total composition C24H30F16N3O3 in a non-equilibrium geometry, with ωB97M-V/def2-TZVPD.

Structure (ORCA input):
```
! wB97M-V def2-TZVPD RIJCOSX def2/J DEFGRID3
* xyz 1 1
C -3.4557 -0.1920 3.2025
C -2.3433 -0.2152 3.7177
C -0.8529 0.0347 4.0767
C 0.1359 -1.1467 3.6981
N 1.5538 -0.6396 3.8492
C 2.2341 -0.5252 2.6100
N 3.1530 0.3292 2.2096
O 3.5394 1.3129 3.0683
C 3.2899 2.6217 2.4789
C 1.7191 2.9273 2.2630
C 1.1323 3.2274 3.7249
C 1.4785 4.1845 1.3029
C 2.7102 5.2231 1.3636
C 0.1427 5.0044 1.5929
N 1.6796 -1.6217 1.8194
C 0.2331 -1.6570 2.2067
C -0.5924 -0.8762 1.0631
C -1.4526 -0.6337 0.1514
H -4.5590 -0.1864 2.9923
H -0.4424 0.9890 3.6127
H -0.8011 0.2094 5.2047
H -0.0638 -1.9875 4.4212
H 1.6165 0.1485 4.5034
H 3.5485 0.2432 1.2614
H 3.6681 3.4128 3.1958
H 3.8281 2.7213 1.4816
H 1.2526 2.0273 1.7590
H 1.4605 4.2307 4.1373
H 0.0005 3.1377 3.6467
H 1.4592 2.3602 4.3931
H 1.4296 3.8006 0.2334
H 3.5625 4.7466 0.7771
H 3.0256 5.4043 2.4379
H 2.3333 6.1702 0.8618
H -0.2502 5.3492 0.5793
H -0.6884 4.4043 2.0616
H 0.4074 5.9397 2.1722
H 1.7918 -1.3692 0.8243
H 0.0427 -2.7688 2.3039
H -2.0266 -0.4496 -0.8011
C -0.4628 -4.5644 -0.4427
C -1.4541 -4.9315 -1.5655
C -2.3178 -6.1686 -1.3207
F -1.5841 -7.2886 -1.1850
F -3.1450 -6.3762 -2.3750
F -0.7789 -5.0332 -2.7330
F -2.2947 -3.8619 -1.7113
O 0.8898 -4.9919 -0.6218
C 1.2123 -6.3030 -0.2264
C 1.6628 -7.1766 -1.4010
F 0.7000 -7.2713 -2.3423
F 1.9298 -8.4352 -0.9832
F 0.1853 -6.8364 0.4601
F 2.2307 -6.1843 0.6571
H -0.3996 -3.4731 -0.4170
H -0.8496 -4.8215 0.5466
H -2.9393 -6.0458 -0.4287
H 2.5587 -6.7662 -1.8722
C -2.2600 0.9998 -4.8407
C -1.6550 1.8683 -5.9617
C -0.1697 2.1984 -5.8229
F 0.0976 2.9082 -4.7069
F 0.2409 2.9577 -6.8679
F -2.3941 2.9933 -6.0959
F -1.8149 1.1745 -7.1256
O -2.9747 1.6867 -3.8076
C -2.2297 2.2027 -2.7387
C -2.3069 3.7292 -2.6505
F -1.8423 4.3113 -3.7739
F -1.5449 4.1872 -1.6248
F -0.9637 1.7432 -2.8028
F -2.7662 1.6627 -1.6144
H -3.0215 0.3790 -5.3183
H -1.5396 0.2875 -4.4327
H 0.4374 1.2885 -5.8139
H -3.3364 4.0603 -2.4973
*
```

The calculation puts the LUMO energy at -3.00 eV. Its HOMO energy is -12.91 eV.

=====

Computed, not measured: 12 unconnected molecules or ions with the total composition C40H80O24S4 in a non-equilibrium geometry, with ωB97M-V/def2-TZVPD.

Structure (ORCA input):
```
! wB97M-V def2-TZVPD RIJCOSX def2/J DEFGRID3
* xyz -1 2
C -31.1742 -25.1165 -32.8608
C -30.6222 -25.7562 -31.5366
O -31.7828 -25.5001 -30.7246
S -33.1888 -26.0296 -31.5026
O -34.4151 -25.3045 -31.1673
O -33.1746 -27.4640 -31.5176
O -32.4931 -25.6231 -32.9800
H -30.5628 -25.6636 -33.5784
H -31.1739 -24.0266 -32.8480
H -29.7200 -25.3043 -31.1242
H -30.4168 -26.8198 -31.6573
C -29.8915 -23.9717 -26.9816
C -29.7133 -25.3756 -27.6863
O -29.6809 -26.2409 -26.6325
S -30.7172 -25.8517 -25.3548
O -29.9716 -26.0575 -24.1088
O -31.9670 -26.5379 -25.5007
O -30.7188 -24.2263 -25.9065
H -30.3553 -23.2860 -27.6907
H -28.9678 -23.4345 -26.7666
H -28.7697 -25.5939 -28.1864
H -30.5199 -25.6940 -28.3468
C -32.2753 -22.2089 -29.7582
C -32.6764 -21.3999 -31.0078
O -31.5992 -21.3268 -31.8446
S -30.2199 -21.5883 -31.0292
O -29.4629 -20.3612 -31.0333
O -29.4662 -22.7978 -31.3492
O -30.9670 -21.7394 -29.5059
H -32.1899 -23.2769 -29.9585
H -32.8745 -22.0537 -28.8610
H -32.8611 -20.3870 -30.6503
H -33.5844 -21.8083 -31.4515
C -28.9326 -26.6368 -37.9801
C -30.3825 -26.2150 -37.4471
O -30.2500 -25.6911 -36.1520
S -28.7685 -25.8060 -35.5517
O -28.6947 -27.0407 -34.7520
O -28.3194 -24.6403 -34.8438
O -28.1645 -25.9274 -37.0789
H -28.8609 -26.3902 -39.0394
H -28.7515 -27.7110 -38.0178
H -31.0325 -27.0775 -37.2998
H -30.7855 -25.5228 -38.1864
C -26.4419 -28.1863 -30.7434
C -27.2052 -28.6700 -29.4364
C -27.5146 -30.0936 -29.8463
O -27.9193 -29.9226 -31.2015
C -27.1809 -28.9572 -31.8394
H -25.3958 -28.4907 -30.7773
H -26.3903 -27.1016 -30.8376
H -28.1358 -28.1309 -29.2590
H -26.7779 -28.5103 -28.4464
H -28.0608 -30.8216 -29.2465
H -26.5554 -30.5992 -29.9574
H -27.8860 -28.2389 -32.2577
H -26.4886 -29.3465 -32.5859
C -29.5450 -21.3298 -36.3343
C -30.8561 -21.8016 -35.8045
C -31.9562 -20.9125 -36.3986
O -31.3313 -20.9494 -37.7105
C -29.9016 -20.7681 -37.6875
H -28.9870 -22.2522 -36.4952
H -29.0751 -20.5678 -35.7126
H -30.9476 -21.7223 -34.7212
H -31.1161 -22.8099 -36.1267
H -32.1603 -19.8794 -36.1173
H -32.9000 -21.4524 -36.4748
H -29.6007 -19.7228 -37.7588
H -29.4492 -21.3711 -38.4747
C -35.6730 -20.7261 -27.9274
C -36.1140 -22.1381 -27.9314
C -36.5158 -22.3536 -29.4052
O -36.3121 -21.0538 -30.1377
C -36.2518 -20.1009 -29.1433
H -34.5932 -20.5784 -27.9489
H -36.0452 -20.3500 -26.9744
H -36.9115 -22.3404 -27.2165
H -35.3014 -22.8233 -27.6896
H -37.5478 -22.6989 -29.3435
H -35.7916 -23.0402 -29.8437
H -37.2427 -19.7196 -28.8967
H -35.8665 -19.1759 -29.5722
C -38.1561 -27.3788 -32.2979
C -37.2224 -26.1893 -32.7180
C -36.3098 -26.7882 -33.7681
O -36.9307 -28.0308 -34.0911
C -38.2447 -28.0657 -33.6336
H -39.1649 -27.1299 -31.9686
H -37.6877 -27.9603 -31.5039
H -36.7239 -25.6410 -31.9186
H -37.6789 -25.3859 -33.2961
H -35.3763 -27.1633 -33.3486
H -36.0799 -26.2871 -34.7084
H -38.3950 -29.1436 -33.5729
H -38.9291 -27.5283 -34.2900
C -34.9759 -26.7603 -27.6412
C -35.9128 -25.6805 -28.1264
C -37.1435 -26.3394 -28.6126
O -36.8808 -27.7556 -28.4278
C -35.8625 -28.0308 -27.4697
H -34.4458 -26.4533 -26.7396
H -34.3043 -27.0030 -28.4647
H -35.3500 -25.1596 -28.9011
H -36.2458 -25.0375 -27.3117
H -37.2370 -26.1313 -29.6785
H -38.0662 -26.0254 -28.1245
H -35.2584 -28.8912 -27.7576
H -36.2859 -27.9764 -26.4668
C -25.6761 -23.6601 -31.8229
C -26.6802 -23.8035 -30.6286
C -25.9112 -24.3941 -29.4812
O -24.6554 -24.8019 -30.1732
C -24.7977 -24.7991 -31.5830
H -25.0877 -22.7539 -31.6790
H -26.1446 -23.7447 -32.8034
H -27.4519 -24.4891 -30.9785
H -27.0768 -22.8213 -30.3717
H -26.3712 -25.2418 -28.9733
H -25.8244 -23.5829 -28.7584
H -25.1788 -25.7821 -31.8596
H -23.8912 -24.5400 -32.1300
C -33.7776 -25.5472 -36.3839
C -34.7009 -25.1956 -37.4722
C -34.7980 -23.6469 -37.5006
O -34.5817 -23.3114 -36.1570
C -34.0680 -24.3989 -35.3793
H -32.7301 -25.5160 -36.6835
H -34.0478 -26.5461 -36.0413
H -35.6860 -25.3995 -37.0526
H -34.5492 -25.6652 -38.4441
H -35.7704 -23.3210 -37.8696
H -34.1183 -23.2617 -38.2607
H -34.6870 -24.6872 -34.5297
H -33.1580 -23.9637 -34.9662
C -32.4478 -30.8980 -30.5742
C -31.8361 -31.0065 -29.2312
C -31.7211 -32.4528 -29.0847
O -32.9281 -32.9710 -29.7519
C -33.2087 -32.1692 -30.8612
H -31.8410 -30.7199 -31.4620
H -33.0578 -30.0099 -30.4086
H -32.4558 -30.7097 -28.3850
H -30.8509 -30.5541 -29.3441
H -31.6196 -32.7874 -28.0523
H -30.7375 -32.7113 -29.4768
H -34.2670 -31.9856 -30.6760
H -32.9303 -32.7268 -31.7554
*
```

As for the expectation value of S²: 0.75. The calculation puts the LUMO energy (alpha / beta) at 1.72 / 1.70 eV. Its HOMO energy (alpha / beta) is -0.42 / -6.93 eV.